# 1
Here is a 2-piece molecular cluster, C2H4FNO2 overall in a non-equilibrium geometry from the OMol25 dataset. Energies are from ωB97M-V with the def2-TZVPD basis set.

For the total energy, the calculation gives -383.45865 Ha. For the orbital gap (spin up / spin down), the calculation gives 7.9 / 9.5 eV. The lowest unoccupied orbital energy (spin up / spin down) is -1.7 / -0.6 eV. The charge is 0.

Structure (XYZ):
```
10
Properties=species:S:1:pos:R:3:nbo_charge:R:1
C -1.68503 -0.19873 0.44890 -0.4733
C 0.69551 0.68364 -0.59402 0.3375
N 1.39514 -0.46434 -0.04266 0.4323
O 1.31430 -1.50172 -0.64861 -0.3792
O 1.96318 -0.33203 1.01404 -0.3733
F 0.85138 1.86804 0.02795 -0.2954
H -0.75330 -0.52717 0.92305 0.1730
H -2.11962 -0.84672 -0.29093 0.1864
H -2.16518 0.67543 0.88016 0.1864
H 0.50362 0.64361 -1.71787 0.2056
```

***

# 2
Here is C6H8CaLiO6 as an isolated structure in a non-equilibrium geometry from the OMol25 dataset. Energies are from ωB97M-V with the def2-TZVPD basis set.

For the total energy, the calculation gives -1369.81915 Ha. For the orbital gap, the calculation gives 7.1 eV. The lowest unoccupied orbital energy is -4.2 eV. The charge is +1.

Structure (XYZ):
```
22
Properties=species:S:1:pos:R:3:nbo_charge:R:1
O 1.70846 -1.38928 0.75299 -0.5100
C 0.98568 -0.30976 0.45594 0.2307
C 2.35699 -1.82551 -0.46081 -0.1209
O -0.09825 -0.46038 -0.38371 -0.5796
O 2.20772 0.52792 -0.59737 -0.7991
C 3.01297 -0.54458 -1.00271 -0.0914
H 1.59921 -2.20021 -1.16152 0.1883
H 3.09393 -2.58278 -0.17287 0.2129
H 3.03691 -0.60450 -2.10414 0.1877
H 4.03214 -0.43418 -0.59825 0.1711
O -1.95455 -0.36903 0.96935 -0.5118
C -1.22103 0.33178 0.02662 0.9634
C -2.74476 -1.31218 0.26016 -0.1080
O -0.90054 1.55942 0.42384 -1.0675
O -2.05666 0.41732 -1.11820 -0.6137
C -3.11029 -0.54642 -1.01507 -0.0969
H -3.61197 -1.57313 0.87337 0.2177
H -2.15926 -2.21664 0.04169 0.1987
H -4.06550 -0.01404 -0.92326 0.1828
H -3.11743 -1.17944 -1.90921 0.2125
Ca 1.02525 1.84745 1.04692 1.7681
Li -2.01741 2.40713 -0.86254 0.9648
```

***

Copy entry 1 word for word.
Here is a 2-piece molecular cluster, C2H4FNO2 overall in a non-equilibrium geometry from the OMol25 dataset. Energies are from ωB97M-V with the def2-TZVPD basis set.

For the total energy, the calculation gives -383.45865 Ha. For the orbital gap (spin up / spin down), the calculation gives 7.9 / 9.5 eV. The lowest unoccupied orbital energy (spin up / spin down) is -1.7 / -0.6 eV. The charge is 0.

Structure (XYZ):
```
10
Properties=species:S:1:pos:R:3:nbo_charge:R:1
C -1.68503 -0.19873 0.44890 -0.4733
C 0.69551 0.68364 -0.59402 0.3375
N 1.39514 -0.46434 -0.04266 0.4323
O 1.31430 -1.50172 -0.64861 -0.3792
O 1.96318 -0.33203 1.01404 -0.3733
F 0.85138 1.86804 0.02795 -0.2954
H -0.75330 -0.52717 0.92305 0.1730
H -2.11962 -0.84672 -0.29093 0.1864
H -2.16518 0.67543 0.88016 0.1864
H 0.50362 0.64361 -1.71787 0.2056
```

***

Question: The lowest total energy belongs to which entry?
Answer: C6H8CaLiO6

***

Question: Among the records above, which one has the highest charge?
Answer: C6H8CaLiO6